[1]
The following is a DFT calculation (the ωB97M-V functional and the def2-TZVPD basis) of the molecule C5H10O2.

The value obtained for the energy relative to the best compared isomer or geometry (same formula, charge and spin) is 1.5091 eV. Its SMILES is C[C@@H](O)CCC=O. The total energy is -9441.53394 eV.

Geometry as ORCA input:
```
! RIJCOSX wB97M-V def2-TZVPD def2/J DEFGRID3
* xyz 0 1
C 1.0705 1.3958 -0.7948
C -0.3381 0.8360 -0.6664
O -0.4823 -0.2757 -1.5506
C -0.7101 0.4811 0.8158
C -0.7902 -1.0200 1.0661
C 0.3085 -1.8408 0.4280
O 1.4593 -1.4835 0.2964
H 1.1694 2.3011 -0.1992
H 1.8165 0.6844 -0.4401
H 1.2762 1.6215 -1.8465
H -1.0782 1.5532 -1.0372
H 0.4080 -0.5943 -1.7115
H 0.0117 0.8917 1.5258
H -1.6824 0.9242 1.0611
H -1.7784 -1.3934 0.7961
H -0.6645 -1.2312 2.1343
H 0.0043 -2.8501 0.1224
*
```

---

[2]
The following is a DFT calculation (the ωB97M-V functional and the def2-TZVPD basis) of the molecule C5H7N in a non-equilibrium geometry.

The value obtained for the energy relative to the best compared isomer or geometry (same formula, charge and spin) is 3.8522 eV. Its SMILES is C1[C@@H]2[C@H]1[C@@H]1N[C@H]21. The total energy is -6784.66044 eV.

Geometry as ORCA input:
```
! RIJCOSX wB97M-V def2-TZVPD def2/J DEFGRID3
* xyz 0 1
C 1.2310 -0.3127 0.5797
C 0.6639 0.8094 -0.1937
C 0.4409 -0.6878 -0.6319
C -1.0721 -0.4436 -0.5301
N -1.5846 -0.1688 0.7758
C -0.8820 0.9154 -0.0374
H 2.2895 -0.4456 0.3635
H 0.9671 -0.4960 1.6155
H 1.2814 1.6765 -0.4618
H 0.8190 -1.4209 -1.3435
H -1.7458 -0.7194 -1.3266
H -1.0016 -0.5348 1.5284
H -1.4042 1.8270 -0.3285
*
```

---

[3]
The following is a DFT calculation (the ωB97M-V functional and the def2-TZVPD basis) of a structure of composition C25H28Br63FNO2 in a non-equilibrium geometry.

The total energy is -4447349.63779 eV.

Geometry as ORCA input:
```
! RIJCOSX wB97M-V def2-TZVPD def2/J DEFGRID3
* xyz -1 1
O -0.1454 2.5959 2.1563
C -1.0521 2.5658 1.2915
O -0.8062 1.9157 0.0879
C -2.4056 3.2082 1.4622
C -3.2727 2.2561 2.3080
C -4.8148 2.3480 2.0224
N -5.1954 3.5710 1.3700
F -6.1414 3.1178 0.2807
H -1.5495 1.3383 -0.1424
H -2.2077 4.1373 2.0053
H -2.8931 3.4700 0.5207
H -3.1220 2.4778 3.3717
H -2.8948 1.2418 2.1243
H -5.1135 1.4814 1.4140
H -5.3134 2.1899 3.0072
C -0.0572 2.7426 -3.2121
Br -1.5713 3.8601 -3.5657
Br -0.6076 0.9262 -2.9096
Br 1.3023 2.8529 -4.5638
H 0.3952 3.0929 -2.2938
C 4.4955 1.9639 -1.8342
Br 5.0103 0.1890 -2.3968
Br 4.5806 3.2002 -3.3055
Br 2.7802 1.9433 -0.9677
H 5.2186 2.2930 -1.0989
C -3.6888 7.8688 1.2280
Br -2.3774 8.1348 2.6276
Br -2.8487 7.9864 -0.5089
Br -4.6520 6.2132 1.4263
H -4.3872 8.6914 1.2946
C 8.7040 0.7778 -1.9357
Br 9.9892 -0.6376 -2.1569
Br 8.1678 0.9991 -0.0997
Br 9.3346 2.4370 -2.6693
H 7.8183 0.4982 -2.4893
C 9.2705 -3.8340 0.5297
Br 7.7444 -2.7971 -0.0013
Br 10.3842 -2.8724 1.7738
Br 8.7754 -5.5535 1.2277
H 9.8715 -4.0084 -0.3529
C 11.3563 0.9157 2.1369
Br 10.3017 2.2638 3.0103
Br 12.3540 1.6341 0.6592
Br 12.5124 -0.0002 3.3774
H 10.6715 0.1809 1.7342
C -2.9424 -2.1751 3.9173
Br -3.2953 -2.5165 5.7805
Br -4.5752 -2.0982 2.9089
Br -1.8810 -0.5983 3.6592
H -2.3730 -3.0144 3.5440
C -7.8534 -0.4353 -1.0662
Br -7.7170 -1.3574 0.6189
Br -6.1960 0.3411 -1.6139
Br -8.5955 -1.5790 -2.4337
H -8.5535 0.3753 -0.9165
C -5.5918 2.2856 -5.1894
Br -6.7601 3.2554 -4.0138
Br -4.8888 3.4228 -6.5801
Br -4.1617 1.4103 -4.2407
H -6.1775 1.5173 -5.6737
C -4.1008 -5.3253 0.1205
Br -5.2462 -3.8012 -0.0929
Br -2.8726 -5.0872 1.5833
Br -5.1276 -6.9460 0.3281
H -3.5155 -5.4360 -0.7816
C -4.6284 4.7298 -10.9334
Br -5.6577 6.2442 -11.5258
Br -3.7451 5.0835 -9.2638
Br -5.7017 3.1367 -10.8385
H -3.8598 4.5562 -11.6726
C 12.5272 -7.0570 0.6820
Br 13.3908 -5.7988 1.8482
Br 12.0781 -6.2587 -1.0119
Br 13.5809 -8.6498 0.4389
H 11.6024 -7.3524 1.1603
C -7.1834 -3.8630 7.4236
Br -6.3895 -2.6182 8.6582
Br -7.8049 -2.9793 5.8342
Br -5.9729 -5.2968 7.0018
H -8.0427 -4.2984 7.9126
C -4.8056 -11.0321 0.1446
Br -3.5136 -11.3672 1.5285
Br -4.0011 -11.0711 -1.6016
Br -6.2999 -12.2385 0.2630
H -5.1869 -10.0325 0.2985
C -3.9804 5.1732 5.7910
Br -2.4503 4.5480 4.8136
Br -3.8107 4.7429 7.6659
Br -4.3729 7.0424 5.5350
H -4.8417 4.6359 5.4175
C -3.0684 12.0959 1.2730
Br -3.0667 11.9957 3.1910
Br -4.7395 11.4931 0.5354
Br -2.6209 13.8631 0.6516
H -2.2998 11.4235 0.9153
C 6.1830 6.8301 -1.0175
Br 5.1518 7.7593 -2.3497
Br 5.0645 6.1426 0.3874
Br 7.2480 5.4334 -1.8019
H 6.8601 7.5465 -0.5751
C 12.1249 -9.7412 -3.0495
Br 12.5544 -11.5922 -3.3486
Br 12.2287 -8.7141 -4.6724
Br 10.4168 -9.5373 -2.1949
H 12.8675 -9.3438 -2.3705
C -5.6764 -1.7430 -3.9556
Br -4.0831 -1.8200 -2.8847
Br -5.2798 -1.3617 -5.8005
Br -6.7219 -3.3498 -3.7809
H -6.2741 -0.9260 -3.5737
C -12.6199 -1.4729 -0.6543
Br -11.6422 -3.0609 -0.1871
Br -11.6574 0.1262 -0.1906
Br -13.1362 -1.4776 -2.5088
H -13.5282 -1.4754 -0.0695
C 10.6949 -6.1397 4.8646
Br 9.2825 -5.4948 5.9935
Br 12.2291 -6.7034 5.8764
Br 10.0745 -7.5333 3.6915
H 11.0077 -5.3165 4.2347
*
```

---

[4]
The following is a DFT calculation (the ωB97M-V functional and the def2-TZVPD basis) of a structure of composition C6H6Cl18Cr2O8S2 in a non-equilibrium geometry.

The value obtained for the energy relative to the best compared isomer or geometry (same formula, charge and spin) is 0.0000 eV. The total energy is -326617.93972 eV.

Geometry as ORCA input:
```
! RIJCOSX wB97M-V def2-TZVPD def2/J DEFGRID3
* xyz 0 9
Cr -1.0611 1.2856 1.9520
Cr -0.9809 2.9907 -1.4423
S -2.9427 2.9231 1.2462
O -2.4511 3.0381 -0.1528
O -3.1144 1.4716 1.5357
O -1.7838 3.1237 2.1723
O -4.0728 3.7721 1.4572
S -0.0180 0.6007 -0.4372
O -0.0391 1.9334 0.2446
O -0.7348 0.9814 -1.6694
O 1.2975 0.0605 -0.6705
O -0.7737 -0.1754 0.5707
C -3.2852 -1.5910 2.3773
Cl -2.0775 -0.7356 3.3829
Cl -4.9202 -1.0331 2.6701
Cl -3.2077 -3.3465 2.6754
H -2.9853 -1.4369 1.3477
C 0.1639 -3.3164 0.3414
Cl -1.4891 -3.3357 -0.3008
Cl 0.9708 -4.8753 0.0329
Cl 0.1406 -3.0269 2.0910
H 0.6931 -2.5053 -0.1396
C 2.6812 1.9997 -2.9067
Cl 3.3732 2.6304 -1.4087
Cl 3.7821 2.1277 -4.2975
Cl 1.1343 2.8073 -3.2676
H 2.5075 0.9375 -2.8034
C 2.8186 0.1542 2.3092
Cl 3.4618 -1.2843 3.1095
Cl 3.9636 1.4866 2.3867
Cl 1.2681 0.6504 3.0971
H 2.6065 -0.0913 1.2757
C -3.4015 -0.5788 -2.1693
Cl -3.1308 -1.2934 -3.7597
Cl -4.6492 -1.5179 -1.3213
Cl -3.8887 1.1218 -2.2977
H -2.4880 -0.6745 -1.6051
C 4.4376 -0.9962 -1.1436
Cl 4.2980 -2.2085 0.1492
Cl 4.8187 -1.7450 -2.6950
Cl 5.6199 0.2168 -0.6789
H 3.4587 -0.5450 -1.2575
*
```

---

[5]
The following is a DFT calculation (the ωB97M-V functional and the def2-TZVPD basis) of the molecule C2HFN2O in a non-equilibrium geometry.

The value obtained for the energy relative to the best compared isomer or geometry (same formula, charge and spin) is 1.8607 eV. Its SMILES is Fc1cnon1. The total energy is -9832.11942 eV.

Geometry as ORCA input:
```
! RIJCOSX wB97M-V def2-TZVPD def2/J DEFGRID3
* xyz 0 1
C 0.0026 -0.4244 -0.6205
C -0.0765 -0.2388 0.7486
H -0.1154 -1.0002 1.4792
N -0.0877 1.0013 1.0334
N 0.0579 0.7142 -1.2063
O 0.1020 1.5353 -0.1934
F 0.1172 -1.5874 -1.2410
*
```

---

[6]
The following is a DFT calculation (the ωB97M-V functional and the def2-TZVPD basis) of the molecule C3H7N3.

The value obtained for the energy relative to the best compared isomer or geometry (same formula, charge and spin) is 0.8420 eV. Its SMILES is [H]/N=C(/N)N1CC1. The total energy is -7693.83728 eV.

Geometry as ORCA input:
```
! RIJCOSX wB97M-V def2-TZVPD def2/J DEFGRID3
* xyz 0 1
C -0.6880 -0.2292 0.7219
C 0.1788 0.0084 -1.5697
C 1.2369 0.5107 -0.6669
H 0.1249 1.0169 2.0494
H -0.6610 -0.3176 2.7389
H -1.8449 -1.2573 -0.3937
H 0.0602 -1.0782 -1.6508
H -0.0848 0.5560 -2.4799
H 1.7127 1.4631 -0.8582
H 1.8499 -0.2220 -0.1266
N -0.1273 0.0493 1.9484
N -1.5857 -1.1195 0.5857
N -0.1715 0.6194 -0.2986
*
```